# C10H52BrFNO25P

23 unconnected molecules or ions with the total composition C10H52BrFNO25P in a non-equilibrium geometry (ωB97M-V with the def2-TZVPD basis set, the OMol25 dataset).

Calculated values
- Kohn-Sham gap (eV) = 7.289
- E (Eh) = -5362.8077
- spin multiplicity = 1
- LUMO energy (eV) = -1.7256

Element x y z (Å)
O  -1.53929  -0.44030  -4.34065
P  -2.70895  -1.03525  -3.41601
C  -2.10692  -1.40646  -1.61862
C  -2.65362  -2.80289  -0.88169
C  -2.18597  -3.16242  0.67393
C  -1.14590  -2.11710  1.39983
C  -0.58133  -0.77302  0.64980
C  -1.05296  -0.35512  -0.86470
Br  -0.36686  1.34096  -1.70619
C  0.44770  -0.07774  1.72052
O  1.09052  1.05783  1.42251
N  0.52699  -0.95918  2.95544
C  0.64932  -0.22568  4.28165
C  2.23107  0.28744  4.37056
F  3.04116  -0.85110  3.81319
C  -0.46047  -2.11142  2.89189
O  -0.80589  -2.98710  3.85510
H  -3.75910  -0.02220  -3.28723
H  -3.33089  -2.19583  -4.03061
H  -3.37992  -3.53231  -1.48002
H  -2.56130  -4.12409  1.26347
H  -0.10656  0.67730  4.35884
H  0.46720  -0.99595  5.15408
H  2.36487  1.25179  3.71237
H  2.52940  0.51330  5.49231
O  5.09699  -0.09589  1.19664
H  4.43599  -0.29920  0.51796
H  4.59759  -0.12719  2.02646
O  -5.04016  1.70213  -2.14174
H  -5.52289  2.43738  -2.54823
H  -4.40400  2.13647  -1.55383
O  2.16765  3.10622  -3.70424
H  1.43036  2.60989  -3.31832
H  2.83316  3.12192  -3.00008
O  3.27637  2.76284  5.33348
H  3.51925  3.48132  4.73043
H  4.03254  2.15820  5.29361
O  0.29218  3.99324  0.88091
H  0.28719  3.12005  1.30087
H  0.85785  4.52745  1.45851
O  -3.12748  -1.83772  5.35208
H  -3.75538  -1.69059  4.62893
H  -2.29823  -2.05658  4.90104
O  -2.09009  1.20286  4.69479
H  -2.75110  0.99955  4.01612
H  -2.58949  1.17157  5.52462
O  4.93670  -2.67656  0.53678
H  5.32792  -3.41816  1.02241
H  5.49544  -1.92107  0.77351
O  0.58927  1.40665  -5.77335
H  -0.14802  0.91033  -5.38743
H  1.25478  1.42236  -5.06919
O  3.38710  6.02929  -4.68202
H  4.14109  5.79085  -4.12209
H  2.83902  5.23020  -4.68918
O  -2.83311  -6.03509  1.47983
H  -2.07913  -6.27354  2.03975
H  -3.38120  -6.83418  1.47267
O  3.36878  0.35264  -4.47376
H  3.61166  1.07112  -5.07681
H  4.12496  -0.25200  -4.51363
O  -5.84947  -1.11662  4.14672
H  -6.12246  -1.03766  5.07306
H  -6.63454  -1.46820  3.70058
O  4.17957  2.64333  -0.42329
H  4.57078  1.90172  0.06233
H  4.73831  3.39881  -0.18656
O  6.28411  7.41123  -4.61929
H  5.95675  8.32080  -4.55318
H  5.48192  6.88240  -4.74512
O  2.52708  -4.05287  3.21520
H  2.19972  -3.14329  3.28130
H  1.72489  -4.58169  3.08937
O  -3.90578  -4.78533  -3.63849
H  -3.71807  -5.68653  -3.94092
H  -4.84999  -4.80327  -3.42139
O  0.77411  6.55746  2.09938
H  0.29137  7.29271  1.69289
H  1.41026  6.99180  2.68729
O  2.67116  7.05502  -0.09505
H  2.01016  6.85171  -0.77373
H  2.17177  7.02373  0.73477
O  -6.12557  -4.91776  -5.49140
H  -6.75347  -4.77063  -6.21455
H  -5.29632  -5.13662  -5.94243
O  1.53736  -2.31125  -0.89776
H  1.05912  -3.13239  -1.08718
H  2.37449  -2.61147  -0.51295
O  -6.01091  -6.90690  -2.96934
H  -6.67191  -7.11021  -3.64802
H  -6.51030  -6.93820  -2.13951